Entry 1:
17
Properties=species:S:1:pos:R:3:forces:R:3:mulliken_charge:R:1 method="wB97M-V/def2-TZVPD" lumo_energy_ev=1.02 total_charge=0 e_tot_ha=-251.71474 relative_energy_kcal_mol=92.74 max_force_ev_per_a=0.5
C -2.15713 0.68546 1.32077 -0.31 0.42 -0.05 -0.85
C -0.77336 -0.93911 -1.44703 0.07 -0.02 0.06 -0.51
N 0.06376 -0.75039 -0.47996 0.04 -0.13 0.12 0.09
C 0.59069 -0.95515 0.73014 0.01 -0.12 -0.20 -0.77
C 1.02723 0.24291 -0.00758 0.03 0.30 -0.13 0.39
C 2.37616 0.36622 -0.67539 -0.01 -0.03 -0.05 -1.35
H -2.79948 0.35069 0.50672 -0.01 -0.02 0.09 0.21
H -2.67301 0.57624 2.27080 -0.11 0.00 0.03 0.32
H -1.92703 1.74497 1.16578 0.00 -0.18 0.04 0.23
H -1.38222 -1.83440 -1.43474 0.13 0.03 -0.13 0.29
H -0.91350 -0.15304 -2.18179 0.11 -0.19 0.14 0.26
H -1.24972 0.09413 1.35062 0.07 -0.02 0.05 0.11
H 1.10051 -1.82213 1.11907 -0.10 -0.02 -0.07 0.26
H 0.52798 1.19378 0.21409 0.25 -0.07 0.21 0.33
H 3.06231 0.81889 0.05108 -0.09 -0.06 -0.17 0.35
H 2.35727 1.00195 -1.56458 0.01 -0.05 0.06 0.32
H 2.76953 -0.62101 -0.93801 -0.08 0.14 -0.02 0.32

Entry 2:
17
Properties=species:S:1:pos:R:3:forces:R:3:mulliken_charge:R:1 method="wB97M-V/def2-TZVPD" lumo_energy_ev=1.14 total_charge=0 e_tot_ha=-251.81132 relative_energy_kcal_mol=32.14 smiles=CC[C@@H]1CCN1 max_force_ev_per_a=2.1
C -0.55887 -1.52658 -0.69087 0.19 0.80 -0.55 -1.20
C -0.55439 -1.07951 0.78074 1.52 -0.34 -1.39 -0.47
C 0.17548 0.26030 0.96772 0.45 0.42 0.87 0.11
C -0.37923 1.52809 0.21314 0.41 -0.39 0.82 -0.68
C 0.84775 1.29683 -0.75911 -1.55 -0.79 -0.05 -0.36
N 1.51001 0.49289 0.31450 -0.35 -0.82 -1.02 -0.57
H -1.05496 -2.47579 -0.76427 -0.42 -0.42 -0.26 0.39
H -1.07599 -0.76367 -1.32837 0.18 -0.79 0.52 0.25
H 0.43411 -1.65864 -1.14660 -0.11 0.05 0.37 0.30
H -0.12238 -1.91456 1.39927 -0.37 0.99 -0.32 0.32
H -1.58956 -0.94859 0.98885 -0.84 0.14 0.86 0.30
H 0.31362 0.40452 2.03873 -0.25 0.13 0.17 0.33
H -0.39636 2.44251 0.86446 0.69 -0.77 -0.67 0.26
H -1.41332 1.46541 -0.12007 0.11 -0.30 -0.60 0.28
H 1.37600 2.17845 -1.09098 0.28 0.10 -0.15 0.35
H 0.47962 0.65794 -1.64104 0.75 1.08 1.04 0.14
H 2.00846 -0.35960 -0.02610 -0.67 0.93 0.36 0.26

Entry 3:
17
Properties=species:S:1:pos:R:3:forces:R:3:mulliken_charge:R:1 method="wB97M-V/def2-TZVPD" lumo_energy_ev=1.10 total_charge=0 e_tot_ha=-251.73997 relative_energy_kcal_mol=76.91 max_force_ev_per_a=0.4
C -1.64575 -0.30541 -1.26932 -0.04 0.10 0.01 -1.04
C -0.23030 0.14901 -0.98365 -0.17 -0.14 -0.30 -0.33
C 0.90540 0.75919 0.51083 0.13 0.05 0.20 -0.29
C 0.07933 1.69200 1.34778 -0.13 0.02 0.02 -1.04
N 0.48529 -0.43290 0.02365 -0.13 0.19 0.10 0.20
C 1.04368 -1.74771 0.18718 0.04 -0.15 0.02 -0.90
H -1.80984 -1.33533 -0.91636 0.15 0.24 0.03 0.31
H -1.84900 -0.29806 -2.34749 0.05 0.09 0.17 0.30
H -2.41431 0.31476 -0.79194 0.07 -0.01 0.00 0.24
H 0.26672 0.73217 -1.75178 0.21 -0.28 0.02 0.40
H 1.99891 0.89367 0.60369 -0.23 0.12 -0.27 0.39
H 0.42123 1.71982 2.39302 -0.05 -0.06 -0.10 0.31
H 0.14632 2.71927 0.96734 -0.04 -0.15 0.08 0.29
H -0.97112 1.39312 1.32424 0.06 0.04 0.05 0.25
H 0.55929 -2.41978 -0.52561 0.09 0.03 0.10 0.32
H 0.87040 -2.10593 1.20633 0.07 -0.06 -0.13 0.29
H 2.12499 -1.73723 -0.00822 -0.10 -0.02 0.01 0.30

Entry 4:
17
Properties=species:S:1:pos:R:3:forces:R:3:mulliken_charge:R:1 method="wB97M-V/def2-TZVPD" lumo_energy_ev="-2.92 / -7.43" total_charge=+1 e_tot_ha=-251.53811 relative_energy_kcal_mol=30.72 max_force_ev_per_a=3.4 spin_multiplicity=2 s2=0.75
C 1.57079 -1.06922 -0.46610 0.33 -0.49 0.85 -0.73
N 0.66414 -0.45067 0.51996 -0.27 0.15 -3.42 0.24
C -0.70681 -0.97878 0.47995 -0.16 0.76 1.76 -0.60
C -1.59531 0.11571 -0.17228 1.36 0.00 0.09 -0.45
C -0.69745 1.37175 -0.25773 1.06 -0.59 1.96 -0.37
C 0.64777 1.01486 0.50867 -0.38 0.21 -0.12 -0.72
H 2.30051 -1.68866 0.06625 0.21 0.22 0.03 0.35
H 2.06746 -0.30813 -1.05687 0.16 0.02 0.11 0.32
H 1.04117 -1.77288 -1.10224 -0.28 0.13 0.00 0.33
H -0.79064 -1.94075 0.00252 0.32 -0.32 0.14 0.39
H -0.90855 -1.02822 1.56905 -0.57 -0.41 -0.46 0.32
H -2.43337 0.26270 0.49191 -0.46 0.10 -0.37 0.33
H -1.84895 -0.13841 -1.19404 -0.54 -0.39 0.14 0.28
H -1.10827 2.14188 0.38645 -0.24 0.62 -0.89 0.27
H -0.40712 1.62166 -1.26846 -0.45 0.48 -0.08 0.34
H 1.51718 1.39621 -0.01388 0.18 -0.16 0.03 0.34
H 0.68745 1.45095 1.50683 -0.27 -0.34 0.21 0.36

Entry 5:
18
Properties=species:S:1:pos:R:3:forces:R:3:mulliken_charge:R:1 method="wB97M-V/def2-TZVPD" lumo_energy_ev=-3.55 total_charge=+1 e_tot_ha=-306.24199 relative_energy_kcal_mol=88.78 smiles="C=CN1C[C@H]1[NH2+]C" max_force_ev_per_a=5.0
C -3.34108 -0.11835 0.22597 0.70 -1.30 -0.60 -0.76
C -2.18686 -0.35705 -0.36111 -0.21 -0.60 -1.61 -0.04
N -1.02281 -0.09787 0.37444 4.46 0.55 -1.23 -0.34
C -0.30056 1.16974 -0.01039 -1.54 1.08 2.85 -0.37
C 0.42863 0.01183 -0.47875 -4.88 -0.86 0.10 -0.21
N 1.44796 -0.56448 0.35450 1.83 -1.00 -1.67 -0.13
C 2.79476 -0.01590 0.05687 2.63 -2.23 -0.65 -0.92
H -4.11632 -0.56026 -0.33813 -1.50 0.28 -0.06 0.31
H -3.37372 0.08228 1.26665 -0.42 0.60 0.63 0.33
H -2.18050 -0.83532 -1.39440 0.39 0.78 1.37 0.21
H 0.03426 1.70156 0.94261 -0.21 -0.47 -1.61 0.20
H -0.98225 1.75539 -0.64807 1.19 0.04 -0.14 0.38
H 0.26356 -0.24763 -1.54248 1.04 -0.32 0.89 0.41
H 1.31450 -0.46134 1.34285 -0.95 0.54 0.77 0.43
H 1.59972 -1.60355 0.25860 -0.92 1.03 -0.32 0.42
H 3.22175 -0.24427 -0.96123 -1.26 -0.10 0.76 0.35
H 2.97918 1.01421 0.18358 -0.62 1.22 0.67 0.36
H 3.41980 -0.62900 0.72850 0.26 0.76 -0.14 0.39

Entry 6:
18
Properties=species:S:1:pos:R:3:forces:R:3:mulliken_charge:R:1 method="wB97M-V/def2-TZVPD" lumo_energy_ev=-2.88 total_charge=+1 e_tot_ha=-306.30111 relative_energy_kcal_mol=51.68 smiles=C[NH2+][C@]12C[C@@]1(N)C2 max_force_ev_per_a=0.8
C -1.43989 1.03497 -1.12646 -0.31 0.31 -0.64 -0.85
N -0.96198 0.29125 0.05401 0.15 0.01 0.44 -0.07
C -0.21002 -0.91604 -0.25919 0.70 -0.17 0.34 -0.24
C 0.27441 -1.74656 0.91996 -0.16 -0.14 0.32 -0.57
C 1.27763 -0.71630 0.58932 -0.67 -0.10 -0.35 0.34
N 1.32679 0.49891 1.27271 0.18 0.11 0.13 -0.48
C 1.17235 -0.74997 -0.87944 0.11 0.22 -0.34 -0.57
H -0.59850 1.32377 -1.75166 0.03 -0.05 0.13 0.34
H -2.10702 0.40592 -1.71334 0.08 -0.04 0.11 0.35
H -1.97332 1.92967 -0.81256 0.06 -0.03 0.13 0.37
H -1.76808 0.03188 0.63087 0.22 0.07 -0.11 0.37
H -0.29746 0.89780 0.65926 -0.41 -0.13 -0.15 0.47
H 0.51332 -2.77080 0.66511 0.00 -0.06 -0.01 0.22
H -0.23778 -1.66707 1.87367 -0.08 0.05 0.05 0.31
H 1.36149 0.40684 2.28105 0.09 0.01 -0.07 0.24
H 2.04816 1.12843 0.94194 0.01 -0.07 0.09 0.25
H 1.41803 0.15614 -1.42231 -0.03 0.09 -0.03 0.29
H 1.52472 -1.63982 -1.38409 0.02 -0.05 -0.04 0.23

Entry 7:
18
Properties=species:S:1:pos:R:3:forces:R:3:mulliken_charge:R:1 method="wB97M-V/def2-TZVPD" lumo_energy_ev=-3.79 total_charge=+1 e_tot_ha=-306.26530 relative_energy_kcal_mol=74.16 max_force_ev_per_a=6.6
C -4.26769 0.61995 0.25244 -4.96 -0.02 1.13 -0.64
C -1.92787 -0.13472 -0.24190 -2.77 -0.72 2.50 0.40
C -0.67165 -0.85146 -0.39998 0.17 1.43 -1.95 -0.74
C 3.91743 -0.09556 0.26958 0.08 1.69 1.60 -1.02
C 2.48042 -0.11937 0.04556 -1.90 -0.11 -1.23 0.12
N -3.00480 0.23552 0.05008 6.37 -1.41 -1.16 0.08
N 1.63804 0.76309 -0.36509 2.77 1.66 1.54 -0.52
H -4.55502 1.62691 0.10797 0.63 1.36 -1.01 0.33
H -4.94203 -0.00716 -0.31353 -0.01 -0.10 -0.81 0.32
H -0.73924 -1.33765 -1.40778 0.32 0.20 0.96 0.27
H -0.15993 -1.43290 0.36615 -1.42 -0.43 0.51 0.40
H 0.14464 -0.04808 -0.43070 -0.51 0.09 -0.73 0.22
H 4.04634 0.95018 0.72163 1.18 -1.29 -1.30 0.31
H 4.29901 -0.83522 0.96926 -0.54 0.02 0.54 0.30
H 4.37013 -0.48125 -0.63915 0.49 1.09 -0.51 0.28
H 2.03686 -1.07208 0.07701 -0.50 -1.72 0.11 0.32
H -4.79306 0.50999 1.22272 1.59 -0.61 0.45 0.33
H 2.12842 1.70981 -0.28429 -0.98 -1.13 -0.64 0.22

Entry 8:
18
Properties=species:S:1:pos:R:3:forces:R:3:mulliken_charge:R:1 method="wB97M-V/def2-TZVPD" lumo_energy_ev=-3.64 total_charge=+1 e_tot_ha=-306.21645 relative_energy_kcal_mol=104.81 max_force_ev_per_a=4.3
C 0.63275 0.02570 -1.37437 1.69 -0.53 -0.81 -0.37
C -2.15903 -0.69166 0.39965 0.82 0.87 0.40 -1.47
C 0.55493 0.63114 0.62329 0.61 -1.61 0.32 -0.59
C 2.71805 -0.53272 -0.02284 2.07 -2.56 -0.44 -0.82
C -1.70282 0.42302 -0.53381 -3.80 -1.15 -1.61 -0.44
N 1.40518 -0.02114 -0.30632 0.60 -0.79 -1.72 0.29
N -0.33655 0.85628 -0.60371 -0.70 0.95 3.20 0.28
H -2.19628 -0.57243 1.49149 0.81 0.60 -0.35 0.38
H -3.14200 -0.98337 0.22849 -2.14 0.25 -0.91 0.46
H 0.34080 -0.13170 1.42764 -1.01 1.28 -0.77 0.34
H 1.09584 1.45054 0.98389 -0.12 1.86 0.95 0.35
H 2.76926 -1.01987 0.94874 -0.68 0.13 0.36 0.33
H 3.09932 -1.41896 -0.67877 -1.18 1.96 0.47 0.32
H 3.53694 0.19832 0.04948 -0.69 0.30 -0.54 0.34
H -2.41669 1.16708 -0.31615 0.12 2.12 0.83 0.34
H -2.06512 0.33418 -1.61526 0.94 -0.97 1.16 0.42
H -1.70822 -1.56778 0.12986 1.82 -2.51 -0.17 0.45
H -0.42635 1.85336 -0.83128 0.84 -0.20 -0.39 0.39

Entry 9:
18
Properties=species:S:1:pos:R:3:forces:R:3:mulliken_charge:R:1 method="wB97M-V/def2-TZVPD" lumo_energy_ev=-4.10 total_charge=+1 e_tot_ha=-306.27194 relative_energy_kcal_mol=69.99 max_force_ev_per_a=4.5
C -2.52704 -0.01503 0.17410 0.55 1.29 1.77 0.18
C 2.13185 0.81736 -0.46585 -0.18 2.73 -2.07 -0.33
C 1.71710 0.41102 0.91382 -0.50 -0.07 3.37 -0.42
C 1.55195 -0.48454 -0.24709 1.29 0.60 0.74 0.19
C 1.07960 -1.57040 -0.76723 0.63 0.26 -4.50 -0.73
N -2.22167 1.23607 -0.18425 -1.35 -0.20 -0.11 -0.25
N -1.52942 -0.81500 0.50224 -0.33 3.26 -1.12 -0.18
H -3.58017 -0.31434 0.50884 1.47 0.56 -1.21 0.32
H 1.35716 1.54339 -0.99366 2.19 -1.22 0.78 0.10
H 3.26805 0.96804 -0.66492 -2.35 -0.21 0.25 0.25
H 2.60776 0.32078 1.68369 -2.14 -0.24 -1.61 0.24
H 0.69682 0.74376 1.43568 2.46 -0.20 -1.11 0.18
H 0.57725 -2.26548 -0.24225 -1.35 -2.47 2.09 0.48
H 1.09059 -1.82840 -1.89954 0.28 0.82 1.98 0.21
H -1.29678 1.59127 -0.40812 0.04 -0.65 0.17 0.17
H -2.92900 1.95820 -0.27039 -0.13 -0.44 0.03 0.25
H -1.71966 -1.74730 0.51805 -0.31 -3.19 0.46 0.28
H -0.57576 -0.49571 0.27930 -0.25 -0.65 0.08 0.05

Entry 10:
18
Properties=species:S:1:pos:R:3:forces:R:3:mulliken_charge:R:1 method="wB97M-V/def2-TZVPD" lumo_energy_ev=-5.03 total_charge=+1 e_tot_ha=-306.28530 relative_energy_kcal_mol=61.60 smiles="[NH2+]=C1CCNCC1" max_force_ev_per_a=6.8
N -0.17577 -1.46807 -1.55286 3.27 3.77 3.20 -0.41
C 0.69331 -0.37141 -0.68264 -3.31 -4.79 -3.50 0.20
C 1.05535 -0.71193 0.63300 2.01 -0.66 1.28 -0.67
C -0.39001 -0.42291 1.48440 1.45 0.30 0.04 -0.64
N -0.81061 0.85959 1.21235 2.06 2.57 4.31 -0.14
C -0.93744 1.15792 -0.06135 -1.94 -2.36 -4.08 -0.78
C 0.40645 0.96055 -0.94001 1.55 2.32 -0.15 -0.52
H 0.16180 -2.42913 -1.42617 -0.08 0.65 -0.30 0.28
H -0.22002 -1.11455 -2.50410 0.06 -0.50 0.02 0.28
H 1.79647 0.01504 1.05641 -0.72 -0.53 -0.39 0.33
H 1.50983 -1.73543 0.79279 -1.12 0.95 -0.09 0.37
H -1.05480 -1.15654 1.10940 -0.75 -0.86 0.09 0.41
H -0.11856 -0.40501 2.51812 0.02 -1.07 0.61 0.40
H -0.23478 1.58299 1.76587 -1.51 -1.35 -0.88 0.33
H -1.25586 2.11172 -0.40137 -0.68 0.82 0.36 0.44
H -1.49330 0.27028 -0.51660 -0.36 1.74 0.21 0.41
H 0.09096 1.41017 -1.87506 0.27 -0.78 -0.50 0.37
H 1.16421 1.61995 -0.48440 -0.23 -0.20 -0.23 0.34

Entry 11:
19
Properties=species:S:1:pos:R:3:forces:R:3:mulliken_charge:R:1 method="wB97M-V/def2-TZVPD" lumo_energy_ev="0.85 / -1.82" total_charge=0 e_tot_ha=-381.71320 relative_energy_kcal_mol=53.03 max_force_ev_per_a=4.2 spin_multiplicity=2 s2=0.76
C 0.56076 1.88449 -1.95928 2.05 -0.79 2.54 -0.38
O -0.65916 1.64092 -2.36012 -1.01 0.38 0.11 -0.40
C 1.14382 0.34915 -1.73709 -0.61 -0.55 -3.31 -0.65
C 0.72995 -0.55634 -0.62205 1.12 1.24 2.33 -0.21
C -0.05071 0.33746 0.34676 -1.16 -2.74 2.98 -0.89
N -0.59913 -2.18015 3.06802 1.27 1.76 -0.81 -0.67
C -0.31890 -1.11920 2.37535 -1.77 -0.38 0.54 0.21
N -0.97579 -0.51586 1.30325 -0.12 0.17 -2.83 -0.36
H 0.79888 2.35418 -0.93288 -1.17 -0.36 -0.94 0.24
H 1.21045 2.40946 -2.63520 0.36 -0.02 -0.89 0.40
H 0.63211 -0.18231 -2.57577 1.39 0.65 -0.35 0.22
H 2.24140 0.39622 -1.82887 -0.58 0.19 -0.35 0.43
H 0.15500 -1.45089 -0.84137 -0.26 0.25 -0.60 0.39
H 1.71202 -0.92734 -0.25498 -0.85 0.02 0.60 0.21
H 0.53497 0.92182 1.07350 0.07 0.00 -0.72 0.25
H -0.69484 0.94397 -0.24537 -0.62 0.55 0.01 0.44
H -1.30134 -2.77320 2.65145 -0.36 0.03 -0.35 0.22
H 0.38432 -0.34508 2.72904 0.27 -0.92 0.25 0.28
H -1.76475 -0.97547 0.72041 1.96 0.52 1.78 0.28

Entry 12:
19
Properties=species:S:1:pos:R:3:forces:R:3:mulliken_charge:R:1 method="wB97M-V/def2-TZVPD" lumo_energy_ev="-1.67 / -1.63" total_charge=0 e_tot_ha=-381.55695 relative_energy_kcal_mol=151.08 max_force_ev_per_a=3.4 spin_multiplicity=2 s2=1.76
C -2.83848 1.03537 0.11788 1.71 1.65 1.68 -0.41
O -3.64987 0.22208 -0.52815 -0.39 -0.80 -0.42 -0.36
C -1.51351 0.51604 0.73379 -0.07 -0.26 -0.74 -0.45
C -0.57846 0.05627 -0.38502 0.38 0.21 -0.35 -0.74
C 0.55013 -0.90187 0.07157 -1.04 -0.33 -0.04 -0.42
N 3.41431 -0.98208 -0.97866 0.84 -2.15 2.48 -0.53
C 2.82474 -0.16693 0.20505 -0.18 0.27 -2.08 -0.42
N 1.54924 -0.26736 0.87695 1.06 -0.94 -0.16 -0.35
H -2.55826 1.93450 -0.46962 -0.55 0.01 -0.15 0.32
H -3.38952 1.45311 1.00230 -0.29 0.01 -0.53 0.32
H -1.76865 -0.30244 1.40724 0.20 -0.20 0.01 0.36
H -1.00667 1.28782 1.31815 -0.36 0.09 0.07 0.27
H -0.06626 0.88332 -0.91818 -0.47 0.01 0.45 0.29
H -1.20806 -0.40366 -1.16032 0.36 -0.38 0.20 0.39
H 0.94799 -1.36774 -0.83574 0.03 -0.17 0.08 0.27
H 0.03766 -1.66206 0.69805 0.44 0.14 -0.27 0.34
H 2.96291 -1.90308 -0.94774 -0.26 0.04 -0.35 0.31
H 3.58987 0.43527 0.67400 -0.04 -0.03 0.10 0.38
H 2.70090 0.13344 -0.88155 -1.38 2.84 0.01 0.41